2 unconnected molecules or ions with the total composition C4H13NOP2 in a non-equilibrium geometry, computed with ωB97M-V/def2-TZVPD.

```
21
Properties=species:S:1:pos:R:3:forces:R:3
C -1.577903 2.261945 -0.298441 -2.960 -0.975 -3.565
C -0.146753 -3.299988 -0.397897 -0.174 -0.639 -0.712
C -0.426532 1.325984 -0.311710 0.812 -0.087 2.268
C -0.583310 0.219076 0.728731 1.029 -0.907 -0.413
N 0.607703 -0.630515 0.464560 1.043 0.370 3.281
O 2.946134 1.888325 0.439488 -0.920 2.069 1.806
P 0.819072 -1.702569 -0.807385 -1.228 -0.191 0.005
P 3.406990 0.463583 -0.038827 0.709 -1.998 -0.724
H -2.107823 2.591422 0.566285 0.771 0.723 1.154
H -1.548411 2.990106 -1.130226 0.355 0.352 0.916
H -2.461116 1.657537 -0.723157 0.954 0.303 0.371
H -1.296895 -3.138645 -0.280188 2.157 -0.531 -0.221
H 0.317700 -3.736458 0.539011 -0.692 0.486 -0.979
H 0.131154 -4.050900 -1.274281 -0.911 1.473 1.748
H 0.541353 1.787691 0.047782 -0.943 -0.189 -1.189
H -0.330102 0.743137 -1.241984 0.170 1.206 0.057
H -0.503284 0.567645 1.768338 -0.216 0.078 -0.316
H -1.492470 -0.385925 0.635568 -0.085 0.248 -0.076
H 1.265366 -0.572319 1.277967 -0.668 -0.595 -1.475
H 2.714521 1.962757 1.398656 0.360 -0.019 -1.066
H -0.275396 -0.941882 -1.362282 0.436 -1.175 -0.869
```
Forces are in eV/Å.

The net charge is 0. For the relative energy (zero: lowest compared OMol25 entry of this formula, charge and spin), the calculation gives 2.602 eV. For the LUMO energy (alpha / beta), the calculation gives -0.0090 / -0.0091 hartree.



C4H7N in the gas phase in a non-equilibrium geometry, computed with ωB97M-V/def2-TZVPD.

```
12
Properties=species:S:1:pos:R:3:forces:R:3
H 0.285915 2.829199 1.151317 0.473 -1.117 -0.757
N 1.020510 2.315132 0.596578 -1.450 -4.361 0.003
C 0.781342 0.985280 0.436730 1.649 9.521 0.734
C 1.500936 -0.153493 0.024935 2.017 -1.464 -1.029
C 0.105702 -0.217646 0.502764 -3.745 -1.938 1.356
C -1.061435 -0.355269 -0.465089 -2.271 2.216 1.579
H 1.768606 -0.523763 -0.980077 0.022 0.578 0.641
H 2.192034 -0.265145 0.859514 0.466 -0.789 -0.479
H -0.162892 -0.748131 1.440921 0.472 0.518 -0.472
H -1.058736 -1.335295 -0.765385 -0.415 -2.410 -1.120
H -1.258018 0.329007 -1.300844 1.229 -0.072 0.006
H -2.047126 -0.145381 0.105165 1.553 -0.683 -0.461
```
Forces are in eV/Å.

The net charge is 0. As for the SMILES: [H]/N=C1/C[C@@H]1C. For the relative energy (zero: lowest compared OMol25 entry of this formula, charge and spin), the calculation gives 2.895 eV. For the LUMO energy, the calculation gives 0.0313 hartree.



A molecular structure, C14H42K2O18P in a non-equilibrium geometry, computed with ωB97M-V/def2-TZVPD.

```
77
Properties=species:S:1:pos:R:3:forces:R:3
K 0.427635 2.731094 1.800804 0.336 -0.054 -0.556
K -1.333360 -2.161711 1.965857 0.271 0.134 -0.209
P 0.169912 -0.042734 0.084891 2.315 0.607 -1.101
O 0.981367 1.037565 -0.667478 -0.330 -0.406 0.119
O 0.692106 0.024743 1.553838 -1.157 -0.433 0.229
O 0.441708 -1.443027 -0.458420 -0.561 0.030 0.115
O -1.313968 0.335498 0.037284 -0.478 -0.193 0.058
C -3.064355 1.605366 2.593434 0.117 0.286 -0.064
C -3.350218 2.551845 1.413995 0.103 -0.043 1.130
O -2.187703 2.715648 0.624467 -0.492 0.227 0.062
O -2.737760 0.297993 2.179135 -0.089 0.285 0.623
H -3.877967 1.546834 3.320337 -0.270 -0.015 -0.294
H -2.250892 2.099076 3.154936 0.257 -0.309 0.016
H -3.548435 3.531515 1.861595 -0.151 0.039 -0.124
H -4.257891 2.236409 0.891532 0.250 -0.114 -0.426
H -1.939325 1.851594 0.222900 0.091 -0.008 -0.048
H -2.046153 0.389627 1.485027 -0.165 -0.168 -0.398
C 4.050153 2.156007 -1.719139 -1.281 0.262 0.215
C 4.352597 1.648206 -0.300035 -1.170 0.340 -0.244
O 3.255071 1.879861 0.600165 0.050 -0.012 -0.244
O 3.156635 1.339065 -2.473360 0.524 -0.199 0.313
H 4.951704 2.317936 -2.310422 0.065 -0.160 0.025
H 3.502005 3.102741 -1.604164 0.582 0.349 0.172
H 5.147570 2.257269 0.128327 0.450 -0.433 -0.096
H 4.510048 0.567711 -0.349147 0.628 0.045 0.074
H 2.488882 1.368997 0.267168 0.058 0.095 -0.150
H 2.356255 1.219631 -1.927167 -0.009 -0.183 -0.164
C 0.035783 3.886049 -2.400907 0.485 0.259 0.307
C -1.227618 3.237810 -2.962437 0.114 -0.438 0.853
O -1.115393 1.823201 -3.040161 0.046 0.130 -0.221
O 0.407257 3.489072 -1.078338 -0.611 0.025 -0.477
H -0.078997 4.974030 -2.358926 -0.239 -0.005 -0.059
H 0.877342 3.706095 -3.079795 -0.051 -0.229 -0.085
H -1.414614 3.601375 -3.972920 -0.021 0.060 0.008
H -2.084493 3.446350 -2.309193 0.018 0.446 -0.119
H -1.049629 1.495479 -2.135298 0.157 -0.217 0.037
H 0.561286 2.502275 -1.054253 0.164 0.223 -0.029
C -4.200690 -0.122954 -1.914099 -0.811 -0.520 0.216
C -4.657686 -1.194416 -2.914486 -0.336 0.431 1.069
O -3.632657 -1.772257 -3.652624 0.144 0.007 -0.502
O -3.538265 -0.799743 -0.853128 0.001 0.284 -0.251
H -5.117377 0.342178 -1.518047 -0.018 0.009 0.013
H -3.604824 0.696498 -2.322070 0.257 -0.276 -0.311
H -5.475793 -0.818178 -3.539754 0.461 0.178 -0.453
H -5.170692 -1.936063 -2.277685 0.175 -0.146 0.027
H -2.807997 -1.808048 -3.126365 -0.146 -0.051 0.026
H -2.709643 -0.325272 -0.657318 0.099 -0.193 0.129
C -0.510614 -4.663262 -1.517033 -0.391 0.495 0.860
C -1.676972 -3.706489 -1.733719 0.616 0.025 -0.908
O -1.268876 -2.499484 -2.366299 0.066 -0.087 0.447
O 0.380941 -4.120860 -0.553765 -0.036 -0.509 0.007
H -0.006990 -4.923613 -2.451391 -0.004 0.042 -0.028
H -0.932199 -5.550827 -1.030068 0.122 -0.234 -0.370
H -2.123970 -3.544683 -0.743784 -0.305 0.204 -0.171
H -2.390972 -4.121365 -2.448580 -0.243 -0.240 0.393
H -0.671411 -2.008553 -1.759130 -0.044 0.101 -0.107
H 0.459820 -3.155957 -0.657561 0.194 0.091 0.025
C 3.548275 -2.414579 1.540239 -0.264 -1.032 -0.457
C 3.870106 -2.926707 0.142847 -0.186 0.278 -0.337
O 3.377827 -2.088468 -0.877045 -0.029 0.461 -0.239
O 2.155391 -2.453375 1.828025 0.066 0.359 0.103
H 4.018704 -1.429934 1.604550 -0.305 0.145 0.509
H 3.954162 -3.142643 2.248530 0.485 0.348 0.108
H 3.525267 -3.954842 -0.019845 -0.085 -0.017 0.245
H 4.956793 -2.892406 0.000622 0.008 -0.216 0.209
H 2.453761 -1.813277 -0.743795 -0.016 -0.326 0.156
H 1.715517 -1.642633 1.524889 0.160 0.076 -0.085
C 0.641783 0.274300 4.868408 -0.208 -0.430 0.086
C 2.106399 0.072309 4.510449 -0.086 0.520 -0.260
O 2.382132 0.775845 3.307951 0.272 -0.085 0.862
O -0.174248 -0.506635 3.996504 -0.277 -0.371 0.592
H 0.247167 1.294015 4.773381 0.767 0.350 0.080
H 0.493490 0.017758 5.923405 -0.362 -0.483 -0.202
H 2.306798 -0.999321 4.398229 -0.319 -0.113 -0.183
H 2.797398 0.368006 5.304900 -0.130 0.567 -0.070
H 1.763492 0.395320 2.645765 0.572 0.104 -0.476
H 0.030108 -0.225875 3.074769 0.131 0.034 0.003
```
Forces are in eV/Å.

The net charge is -1. For the relative energy (zero: lowest compared OMol25 entry of this formula, charge and spin), the calculation gives 0.000 eV. For the LUMO energy, the calculation gives 0.0599 hartree.